{"formula": "C5H4N2O", "method": "ωB97M-V/def2-TZVPD", "e_homo_ev": -8.4, "de_lowest_kcal_mol": 106.43, "e_lumo_ev": 0.94, "spin_multiplicity": 1, "orbital_gap_ev": 9.368, "elements": ["C", "H", "C", "C", "N", "H", "H", "N", "H", "O", "C", "C"], "coordinates": [[0.737662, -1.859647, -0.419135], [1.131755, -2.868613, -0.291555], [-0.642820, 1.959149, 0.381869], [-1.402691, 0.901477, 0.068784], [1.382432, -0.695644, -0.224404], [-2.586110, 1.047905, 0.082328], [-1.384012, -2.607419, -0.281335], [0.558968, 0.188271, -0.107295], [-0.599236, 2.974754, 1.054003], [0.695799, 1.426188, 0.396880], [-0.733663, -0.315562, -0.024628], [-0.578253, -1.752838, -0.242986]], "atomic_forces_ev_per_a": [[1.8, -1.3, 1.2], [1.1, 0.7, -0.7], [2.7, 0.8, 2.2], [-7.4, 2.0, 1.2], [6.5, -3.2, -0.9], [2.8, -0.5, -0.1], [1.8, 2.2, 0.1], [-4.9, -0.1, 1.7], [-0.8, -2.7, -2.5], [0.5, 1.1, -0.7], [1.0, -0.6, -1.6], [-5.1, 1.7, 0.0]]}